[1]
{
  "formula": "C27H23F6I2KN6O10S2",
  "method": "ωB97M-V with the def2-TZVPD basis set",
  "lumo_ev": 3.5510,
  "orbital_gap_ha": 0.2173,
  "charge": -2,
  "de_lowest_ev": 2.725,
  "energy_ev": -128289.0702,
  "molar_mass_g_mol": 1062.541,
  "species": ["K", "I", "C", "C", "C", "I", "C", "O", "C", "C", "N", "C", "C", "C", "C", "C", "C", "N", "C", "H", "H", "H", "H", "H", "H", "H", "H", "H", "H", "H", "O", "C", "C", "C", "C", "C", "C", "C", "O", "N", "O", "O", "H", "H", "H", "H", "N", "C", "N", "C", "C", "O", "C", "C", "H", "H", "H", "H", "H", "H", "H", "H", "F", "C", "F", "F", "S", "O", "O", "N", "S", "O", "O", "C", "F", "F", "F"],
  "coordinates": [[2.191, -1.081, 1.080], [2.245, 5.568, 2.744], [2.636, 3.520, 2.975], [3.851, 3.003, 2.541], [4.052, 1.640, 2.640], [5.877, 0.790, 2.058], [3.063, 0.709, 3.112], [3.249, -0.547, 3.075], [1.872, 1.321, 3.632], [0.783, 0.444, 4.191], [-0.494, 0.672, 3.493], [-1.278, -0.549, 3.290], [-2.167, -0.401, 2.079], [-2.952, 0.740, 1.904], [-3.689, 0.870, 0.742], [-3.618, -0.132, -0.221], [-2.832, -1.240, 0.049], [-2.136, -1.383, 1.179], [1.668, 2.692, 3.531], [4.620, 3.646, 2.134], [0.644, 0.663, 5.255], [1.116, -0.592, 4.107], [-0.297, 1.088, 2.586], [-1.908, -0.729, 4.168], [-0.649, -1.432, 3.145], [-2.946, 1.511, 2.667], [-4.308, 1.746, 0.585], [-4.152, -0.059, -1.161], [-2.747, -2.054, -0.671], [0.727, 3.106, 3.877], [0.632, -3.058, 1.511], [-0.402, -3.669, 1.424], [-1.004, -4.349, 0.286], [-2.093, -5.144, 0.581], [-2.787, -5.816, -0.412], [-2.417, -5.652, -1.775], [-1.365, -4.862, -2.109], [-0.546, -4.182, -1.100], [0.459, -3.516, -1.407], [-3.896, -6.655, -0.062], [-4.493, -7.254, -0.959], [-4.224, -6.760, 1.119], [-1.026, -3.780, 2.335], [-2.413, -5.259, 1.611], [-2.996, -6.169, -2.529], [-1.077, -4.709, -3.145], [-0.422, 2.285, 0.910], [-0.588, 2.860, -0.073], [-0.860, 3.574, -1.163], [-2.020, 3.234, -1.985], [-1.561, 2.720, -3.329], [-0.736, 3.696, -3.962], [0.460, 3.889, -3.198], [0.141, 4.421, -1.816], [-2.604, 4.145, -2.141], [-2.631, 2.500, -1.461], [-2.417, 2.557, -3.982], [-1.013, 1.780, -3.208], [1.073, 4.607, -3.742], [0.993, 2.937, -3.115], [-0.282, 5.424, -1.904], [1.038, 4.457, -1.198], [2.801, -2.612, -1.739], [2.242, -1.863, -2.660], [3.188, -1.162, -3.274], [1.639, -2.591, -3.588], [0.918, -0.657, -1.947], [0.721, -0.649, -0.516], [-0.208, -0.816, -2.813], [1.644, 0.764, -2.291], [2.745, 1.151, -1.226], [2.430, 2.262, -0.375], [3.380, -0.013, -0.617], [4.044, 1.929, -2.255], [5.078, 2.206, -1.464], [4.469, 1.185, -3.270], [3.565, 3.085, -2.755]],
  "mulliken_charge": [1.1796, -0.0537, -0.2142, -0.3374, -0.3605, -0.0371, 0.1297, -1.0131, 0.3099, -0.9404, -0.0341, -0.2932, -0.0203, -0.5207, -0.3523, -0.7034, -0.1497, 0.2285, -0.0831, 0.3732, 0.3083, 0.4997, 0.0956, 0.2989, 0.1167, 0.3587, 0.3851, 0.4181, 0.2622, 0.3699, -0.6740, -0.5818, 0.9732, -0.1479, -0.5470, -0.3824, -0.6814, -0.1217, -0.4090, 0.9886, -0.6909, -0.6819, 0.2325, 0.4875, 0.4574, 0.4135, -0.4723, 0.2339, -0.0465, -0.2991, -0.4231, -0.4840, -0.0248, -0.6058, 0.2792, 0.0529, 0.3878, 0.1679, 0.3555, 0.0350, 0.2854, 0.3692, -0.1932, 0.5439, -0.2084, -0.1920, 1.1732, -0.0715, -0.7099, -0.5341, 1.0817, -0.3193, -0.9261, 0.3055, -0.1944, -0.2134, -0.2087]
}

=====

[2]
{
  "formula": "C3H3FMgO2",
  "method": "ωB97M-V with the def2-TZVPD basis set",
  "multiplicity": 2,
  "lumo_ev": [-5.7579, -5.6922],
  "orbital_gap_ha": [0.2170, 0.3686],
  "charge": 1,
  "de_lowest_ev": 2.929,
  "s_squared": 0.751,
  "energy_ev": -15405.2037,
  "molar_mass_g_mol": 114.358,
  "species": ["F", "H", "H", "O", "O", "C", "C", "C", "H", "Mg"],
  "coordinates": [[2.310, 1.685, -1.161], [-0.167, -0.811, -1.942], [1.212, 1.397, -0.711], [-0.344, 0.396, 1.121], [-0.443, -1.510, 0.039], [-0.258, 0.696, -0.246], [-0.411, -0.521, -0.910], [-0.453, -0.944, 1.272], [-0.794, 1.606, -0.522], [-0.652, -1.996, 3.060]],
  "mulliken_charge": [-0.4697, 0.3783, 0.4026, -0.4009, -0.4156, -0.3268, 0.1777, 0.9006, 0.3695, 0.3843]
}

=====

[3]
{
  "formula": "C5H31N2O9",
  "method": "ωB97M-V with the def2-TZVPD basis set",
  "lumo_ev": -2.5105,
  "orbital_gap_ha": 0.3597,
  "charge": 1,
  "de_lowest_ev": 4.966,
  "energy_ev": -27087.5846,
  "molar_mass_g_mol": 263.308,
  "species": ["C", "C", "C", "C", "C", "N", "N", "H", "H", "H", "H", "H", "H", "H", "H", "H", "H", "H", "H", "H", "H", "H", "O", "H", "H", "O", "H", "H", "O", "H", "H", "O", "H", "H", "O", "H", "H", "O", "H", "H", "O", "H", "H", "O", "H", "H", "O"],
  "coordinates": [[0.009, 3.907, 0.081], [0.043, 2.399, -0.199], [-1.329, 2.067, -0.832], [-1.255, 0.719, -1.445], [-1.801, -0.344, -0.886], [-1.921, -1.669, -1.476], [0.140, 1.663, 1.074], [-0.991, 4.099, 0.499], [0.604, 4.425, 0.839], [0.070, 4.559, -0.794], [0.942, 2.077, -0.710], [-2.154, 2.191, -0.131], [-1.539, 2.828, -1.590], [-0.580, 0.587, -2.264], [-2.370, -0.279, 0.031], [-1.548, -2.441, -0.870], [-2.886, -1.853, -1.694], [-1.373, -1.746, -2.357], [-0.185, 2.145, 1.897], [1.118, 1.480, 1.314], [-0.413, -0.267, 1.157], [-1.045, -0.798, 2.438], [-0.600, -1.088, 1.632], [-2.482, -2.844, 1.359], [-1.033, -2.977, 1.006], [-1.924, -3.226, 0.679], [3.168, 1.409, 2.577], [3.936, 1.698, 1.273], [3.072, 1.383, 1.605], [2.750, -2.916, 0.512], [1.986, -1.645, 0.353], [2.118, -2.516, -0.105], [-0.322, 3.676, 3.387], [-1.107, 3.033, 4.485], [-0.779, 2.834, 3.597], [2.544, -0.881, -2.487], [1.875, -2.093, -1.795], [1.743, -1.410, -2.473], [2.406, 0.464, 0.998], [1.760, -0.029, 2.243], [2.272, -0.370, 1.498], [-0.682, -2.398, -4.565], [0.165, -1.570, -3.415], [-0.689, -1.704, -3.902], [0.157, -3.921, -0.719], [-1.184, -4.632, -0.625], [-0.687, -4.027, -1.202]],
  "mulliken_charge": [-1.5519, 0.3921, -0.9951, -0.0904, -0.7390, 0.1811, -0.1566, 0.3809, 0.3424, 0.3679, 0.3481, 0.4623, 0.5041, 0.3748, 0.4113, 0.1758, 0.4319, 0.2396, 0.1776, 0.0528, 0.3781, 0.2458, -0.5257, 0.2964, 0.3234, -0.6945, 0.3007, 0.2681, -0.5787, 0.2675, 0.5091, -0.6951, 0.3107, 0.2967, -0.6625, 0.2519, 0.4002, -0.6446, 0.2089, 0.2987, -0.7848, 0.2781, 0.3782, -0.6762, 0.2981, 0.3383, -0.6962]
}

=====

[4]
{
  "formula": "C4H5N7O2",
  "method": "ωB97M-V with the def2-TZVPD basis set",
  "lumo_ev": 0.0222,
  "smiles": "[H]/N=C1/N=C2NN=CCN2N=[N+]([O-])O1",
  "orbital_gap_ha": 0.3354,
  "de_lowest_ev": 0.414,
  "energy_ev": -18747.3715,
  "molar_mass_g_mol": 183.131,
  "species": ["C", "C", "C", "C", "N", "N", "N", "N", "N", "N", "N", "O", "O", "H", "H", "H", "H", "H"],
  "coordinates": [[2.020, 0.262, 0.736], [-0.419, 1.003, -0.470], [-2.554, 0.580, -1.206], [0.884, -0.655, 0.912], [1.908, 1.295, 0.004], [-1.582, 1.460, -0.797], [-3.777, 0.872, -1.090], [0.729, 1.718, -0.469], [-0.208, -0.376, 0.041], [-1.126, -1.310, 0.087], [-2.047, -1.495, -0.647], [-2.881, -2.343, -0.586], [-2.151, -0.548, -1.780], [2.963, 0.015, 1.225], [1.269, -1.634, 0.779], [0.633, -0.692, 1.947], [-4.541, 0.170, -1.361], [0.715, 2.669, -0.585]],
  "mulliken_charge": [-0.1134, 0.6905, 0.5540, -0.4841, -0.8786, -0.5734, -0.6569, 0.2290, 0.7556, -0.8927, 0.7815, -0.6673, -0.3786, 0.3878, 0.3588, 0.3316, 0.2943, 0.2619]
}

=====

[5]
{
  "formula": "C4H15N2O2",
  "method": "ωB97M-V with the def2-TZVPD basis set",
  "lumo_ev": -7.9559,
  "orbital_gap_ha": 0.1512,
  "charge": 1,
  "de_lowest_ev": 7.713,
  "energy_ev": -11453.5442,
  "molar_mass_g_mol": 123.176,
  "species": ["C", "C", "C", "C", "N", "N", "H", "H", "H", "H", "H", "H", "H", "H", "H", "H", "H", "H", "H", "O", "H", "H", "O"],
  "coordinates": [[-1.037, -2.578, 0.697], [0.183, -1.718, 0.919], [0.092, -0.191, 0.801], [0.225, 0.633, 1.906], [0.681, 1.896, 1.751], [0.322, 0.359, -0.447], [-1.821, -2.500, 1.447], [-1.490, -2.412, -0.295], [-0.716, -3.624, 0.657], [0.908, -1.948, 0.146], [0.586, -1.899, 1.926], [0.090, 0.185, 2.880], [0.501, 2.224, 0.802], [1.378, 2.307, 2.350], [1.294, 0.438, -0.744], [-0.297, 0.226, -1.232], [-0.815, -2.020, -1.830], [-0.029, -1.068, -2.639], [-0.161, -0.476, -3.983], [0.469, -0.476, -3.261], [0.619, 4.411, -0.629], [-0.860, 4.418, -0.657], [-0.126, 3.814, -0.565]],
  "mulliken_charge": [-0.9727, -0.5905, 0.5626, -0.3578, -0.2465, -0.3485, 0.3302, 0.1980, 0.3181, 0.3263, 0.3932, 0.4314, 0.2512, 0.2542, 0.2568, 0.2353, 0.2373, 0.0175, 0.3577, -0.6377, 0.3152, 0.3117, -0.6430]
}